The following is a quantum chemistry calculation of the ion C5H10NS with charge +1, from the OMol25 dataset.

Last column: natural (NBO) charge in e.
Element x y z (Å)
C1 0.376 -1.112 0.862  -0.12
C2 1.592 -1.089 1.460  -0.33
C3 1.744 0.261 -0.740  -0.27
C4 -0.700 -0.662 -1.172  -0.43
C5 -0.603 0.939 0.650  -0.40
N1 0.108 -0.102 -0.071  -0.24
S1 2.710 0.045 0.819  0.34
H1 -0.426 -1.812 1.094  0.26
H2 2.030 -1.719 2.188  0.27
H3 2.008 -0.606 -1.440  0.26
H4 1.811 1.234 -1.102  0.24
H5 -0.384 -1.605 -1.643  0.26
H6 -1.628 -1.080 -0.712  0.24
H7 -0.804 0.221 -1.865  0.24
H8 -1.128 1.537 -0.035  0.23
H9 -1.209 0.436 1.373  0.24
H10 0.079 1.558 1.085  0.23

multiplicity = 1
structure (SMILES) = C[N+]1(C)C=CSC1
gap between HOMO and LUMO = 9.376 eV
largest force on an atom = 4.6 eV/Å
LUMO energy = -3.76 eV
energy relative to the best compared isomer or geometry (same formula, charge and spin) = 3.0022 eV
E_HOMO = -13.136 eV
net charge = +1